# C4H8N2S2

The molecule C4H8N2S2 (ωB97M-V/def2-TZVPD, the Open Molecules 2025 dataset).

SMILES: CNC(=S)C(=S)NC
HOMO energy: -8.32 eV
charge: 0
gap between HOMO and LUMO: 8.5682 eV
electronic energy: -1063.06378 hartree

Last column: Löwdin charge in e.
CARTESIAN COORDINATES (ANGSTROEM)
C: 0.471 -1.110 1.885  -0.09
C: 0.804 -0.122 -0.722  -0.82
H: 0.373 1.016 2.308  0.10
C: 0.872 0.914 0.361  -0.94
S: 1.101 2.489 0.138  0.69
H: 1.477 -1.683 1.825  0.09
H: -2.255 0.046 -2.121  0.08
H: -1.989 1.100 -0.680  0.09
H: -0.366 -0.953 -2.183  0.13
H: -0.052 -1.620 1.069  0.06
N: 0.488 0.362 1.566  -0.05
H: -1.324 1.526 -2.267  0.10
N: -0.287 -0.237 -1.477  -0.03
C: -1.497 0.632 -1.573  -0.07
H: -0.054 -1.286 2.825  0.08
S: 2.236 -1.075 -0.952  0.58

Forces on the atoms, in the same order (eV/Å):
C 0.980 -0.285 -1.234
C 2.398 -1.045 -1.256
H 0.211 0.328 0.517
C -1.870 -1.923 1.435
S 0.299 0.927 -0.407
H -1.235 1.618 0.571
H 0.264 0.066 0.524
H 1.034 -1.010 -0.280
H 0.899 -0.186 0.218
H -0.387 0.136 0.320
N 0.826 -1.356 -0.910
H 0.236 -1.157 0.928
N -1.461 1.040 0.552
C -0.303 1.508 -1.119
H 0.179 0.191 -0.112
S -2.070 1.150 0.255

---

# C78H75F9N6P3PdSbSe2

A structure of composition C78H75F9N6P3PdSbSe2 (ωB97M-V/def2-TZVPD, the Open Molecules 2025 dataset).

HOMO energy: -11.57 eV
charge: +2
gap between HOMO and LUMO: 4.1313 eV
electronic energy: -10439.30812 hartree

Last column: Löwdin charge in e.
CARTESIAN COORDINATES (ANGSTROEM)
C: 5.940 -0.495 1.062  -0.09
C: 0.455 4.976 -2.375  -0.13
C: -2.062 -3.256 1.836  -0.05
H: 2.648 0.234 1.233  0.04
H: 5.037 1.462 -3.008  0.10
P: -2.302 1.993 1.313  0.77
C: -0.593 4.977 3.474  -0.09
H: 0.285 -3.287 -2.326  0.08
C: -1.358 -4.199 -4.429  -0.05
C: -3.448 -3.306 1.835  -0.07
C: -0.451 -0.955 5.964  -0.34
H: -4.469 2.040 -0.653  0.06
H: -4.546 -1.679 -1.989  0.06
C: 3.329 3.125 0.966  -0.50
N: -1.469 -1.298 -1.275  0.09
Se: -1.721 2.199 -0.782  0.63
C: 3.845 4.556 0.879  -0.11
H: -1.461 6.828 4.124  0.12
H: 3.125 4.668 -2.963  0.06
H: 2.275 1.844 2.413  0.05
H: -3.769 1.513 6.214  0.06
C: -4.161 -2.573 0.898  -0.03
P: 1.963 -1.312 -1.114  1.10
F: 4.608 -2.720 -7.183  0.16
H: 2.161 5.292 -1.103  0.08
H: -1.490 -3.776 2.596  0.12
P: -1.657 -0.047 4.946  0.59
C: -0.102 -2.424 7.842  -0.06
H: -5.715 -4.942 -3.342  0.09
H: 4.577 4.289 -2.014  0.07
N: -0.204 0.408 1.196  -0.17
H: -1.834 -1.830 -4.405  0.11
C: -3.724 -4.449 -3.963  -0.19
C: 3.366 -2.258 -6.985  -0.58
F: -0.855 -7.287 -0.060  0.15
H: -5.338 -3.227 -3.228  0.08
C: -0.505 2.336 5.803  -0.10
C: 0.385 5.308 0.105  -0.14
C: 1.513 -2.985 -0.591  -0.37
H: 1.840 -5.185 1.962  0.14
F: 2.507 -3.194 -7.439  0.15
C: -6.268 1.778 0.490  -0.07
C: -5.977 1.410 2.857  -0.05
C: 2.759 2.822 2.349  -0.13
H: 4.743 -2.226 -1.577  0.11
C: 4.414 1.544 -2.112  -0.12
C: -0.499 3.554 6.462  -0.09
H: 4.026 0.556 -1.896  0.02
H: 2.850 -1.239 6.687  0.11
H: 0.782 3.177 -5.145  0.12
C: -2.870 5.627 3.040  -0.04
H: 4.687 4.657 1.571  0.10
H: -0.599 4.846 0.135  0.04
N: 0.606 -0.427 1.832  -0.07
H: -2.548 -0.809 -6.164  0.10
H: 0.428 4.110 6.562  0.11
H: 0.289 6.049 -2.518  0.10
C: 2.308 -0.573 -3.773  -0.08
H: 3.084 5.279 1.181  0.08
C: 3.549 -1.012 -0.250  -0.37
C: -1.405 -2.557 0.843  -0.05
F: 7.734 -1.335 2.326  0.17
H: 0.538 2.707 -2.764  -0.03
C: -2.112 -1.894 -0.158  -0.26
C: -1.626 5.896 3.596  -0.04
C: 0.171 -6.835 0.676  -0.59
C: -2.045 3.510 2.251  -0.34
C: -4.932 -4.231 -3.087  -0.02
H: -3.966 -3.948 2.531  0.11
N: 0.184 -0.618 3.057  0.03
C: -0.907 -0.089 -3.943  -0.20
C: -0.939 0.105 3.265  -0.35
H: -4.696 -4.355 -2.028  0.08
C: 5.927 -1.326 -0.050  0.03
C: -1.763 -1.849 -2.425  -0.39
C: -3.830 -5.189 -5.138  -0.02
H: -4.799 -5.590 -5.414  0.12
H: -0.005 3.052 2.719  0.08
C: -2.854 3.338 6.899  -0.06
C: 0.190 1.977 -3.469  -0.24
C: 1.197 4.780 -1.062  -0.50
C: 0.629 -3.708 -1.390  -0.10
C: 3.307 2.554 -2.377  -0.50
C: 1.267 -2.226 7.748  -0.07
H: -0.507 -5.516 -1.604  0.13
C: -0.830 0.198 -5.324  -0.19
H: 3.711 -3.964 -4.949  0.14
C: -2.861 2.103 6.259  -0.10
F: -0.223 -6.801 1.958  0.15
H: 2.614 -2.944 1.258  0.12
H: 4.131 2.423 0.737  0.05
C: 7.251 -0.222 1.755  -0.58
H: -0.509 -3.075 8.605  0.11
H: -0.143 1.577 -6.798  0.13
C: -4.606 1.510 2.706  -0.11
C: -4.065 1.703 1.438  -0.37
F: 7.117 0.709 2.715  0.14
H: 2.040 3.590 2.643  0.05
H: 1.344 -0.130 5.098  0.08
C: 1.950 -3.513 0.619  -0.05
C: -4.894 1.853 0.326  -0.13
C: -3.082 4.440 2.356  -0.05
F: 3.203 -1.159 -7.735  0.15
C: 4.736 -1.587 -0.703  -0.05
H: 1.936 -2.723 8.440  0.11
H: 1.913 0.376 -3.448  0.05
C: -1.486 -4.939 -5.593  -0.06
H: 1.009 4.614 -3.242  0.06
Sb: 1.909 2.717 -0.677  1.62
C: -4.323 -1.072 -1.109  -0.02
H: 2.477 0.039 -5.828  0.12
H: 3.123 -3.647 -2.586  0.12
N: -2.327 -3.089 -2.476  0.16
H: -5.245 -2.572 0.935  0.12
C: 0.930 -0.756 5.873  -0.11
H: 0.874 5.148 1.063  0.04
C: 2.467 -1.603 -2.850  -0.33
N: -1.532 -1.280 -3.618  0.18
C: -2.472 -3.920 -3.637  -0.20
H: 0.247 6.388 -0.020  0.10
C: 0.309 2.258 -4.817  -0.06
H: -3.956 1.461 3.565  0.04
H: -0.334 -2.557 0.807  0.06
C: -1.674 4.061 7.003  -0.07
H: -6.396 1.231 3.840  0.12
C: -1.222 0.750 2.039  -0.38
H: -5.273 -0.757 -0.679  0.08
C: -0.368 0.783 -3.023  -0.24
H: 4.206 4.827 -0.112  0.06
H: 5.065 1.854 -1.290  0.08
C: 2.988 -2.827 -3.281  -0.07
H: 0.417 1.938 5.392  0.10
H: 4.785 0.707 2.407  0.12
C: 0.185 -4.953 -0.990  0.02
H: 2.676 2.183 -3.186  0.05
C: 3.106 -1.987 -5.527  -0.10
C: -2.737 -5.416 -5.960  -0.05
H: -2.612 -3.472 -1.587  0.14
H: -2.857 -5.977 -6.879  0.12
H: 6.852 -1.764 -0.408  0.14
Pd: 0.181 0.367 -1.012  0.59
Se: -3.573 -0.967 4.983  0.38
H: -3.778 -0.188 -1.450  0.06
C: -1.470 -0.718 -6.336  -0.01
C: -0.962 -1.786 6.956  -0.10
C: -6.807 1.551 1.751  -0.04
H: -3.770 3.724 7.330  0.11
H: -0.380 -3.837 -4.125  0.10
H: -1.336 -0.314 -7.336  0.09
F: 1.171 -7.725 0.581  0.16
H: -6.922 1.903 -0.365  0.12
C: -0.204 1.359 -5.738  -0.03
C: -0.802 3.781 2.808  -0.12
H: -0.615 -5.145 -6.202  0.11
C: 1.509 -4.765 1.020  0.02
H: 4.463 3.787 -3.692  0.10
C: 3.574 -0.181 0.866  -0.12
H: -4.046 4.236 1.905  0.11
C: 4.767 0.070 1.532  0.00
C: 2.621 -0.761 -5.112  0.03
H: 3.571 2.844 3.083  0.10
C: 3.887 3.912 -2.770  -0.11
H: -1.036 -1.723 -6.326  0.08
F: 8.169 0.221 0.880  0.16
C: -3.522 -1.849 -0.097  -0.21
C: 1.779 -1.393 6.763  -0.07
H: -0.527 4.503 -2.351  0.05
H: 0.376 5.195 3.908  0.11
H: -3.678 6.342 3.138  0.12
H: -2.029 -1.940 7.034  0.05
H: -7.881 1.486 1.873  0.12
H: -1.667 5.015 7.517  0.11
C: 3.309 -3.016 -4.614  0.02
C: -1.691 1.608 5.698  -0.35
C: 0.625 -5.473 0.220  -0.09

Forces on the atoms, in the same order (eV/Å):
C -0.099 0.072 0.076
C 0.094 0.220 0.009
C -0.106 -0.085 0.069
H -0.020 -0.029 0.026
H 0.008 0.014 0.052
P -0.119 -0.181 1.254
C 0.069 0.002 0.036
H 0.098 -0.071 0.104
C 0.034 0.025 0.071
C 0.099 -0.120 -0.057
C 0.202 0.127 -0.178
H -0.063 -0.053 0.018
H -0.003 0.039 0.010
C -0.401 -0.323 0.153
N 1.003 0.914 0.035
Se 0.867 -0.595 -0.661
C -0.046 0.023 -0.092
H -0.020 -0.064 -0.014
H 0.124 -0.031 -0.009
H -0.008 0.098 0.042
H 0.028 -0.004 -0.047
C -0.169 -0.119 0.087
P 0.438 -0.046 -0.648
F -0.121 0.041 -0.028
H 0.058 -0.163 0.014
H -0.042 0.000 -0.049
P -0.852 -0.372 0.251
C 0.028 0.044 -0.018
H 0.012 0.006 0.014
H -0.009 -0.003 -0.070
N 0.548 -0.859 0.182
H -0.007 -0.148 -0.082
C -0.110 0.043 0.070
C 0.002 -0.025 -0.060
F 0.069 -0.018 0.081
H -0.009 -0.017 0.030
C -0.058 0.092 0.068
C 0.070 0.169 -0.054
C -0.299 0.164 0.051
H -0.002 0.027 -0.030
F 0.114 0.109 -0.012
C -0.070 0.030 -0.007
C -0.013 -0.002 0.018
C 0.077 -0.015 -0.032
H 0.036 0.039 0.043
C 0.029 0.196 -0.128
C 0.129 -0.032 -0.019
H 0.058 0.051 -0.045
H -0.060 -0.009 -0.003
H -0.076 -0.023 0.018
C -0.048 -0.013 -0.037
H -0.052 -0.013 -0.013
H -0.056 -0.014 0.058
N -0.247 0.094 0.249
H 0.049 -0.025 -0.008
H -0.062 -0.037 0.003
H 0.036 -0.037 0.016
C 0.119 -0.151 0.040
H 0.060 -0.028 -0.022
C -0.211 0.293 0.334
C -0.058 0.107 -0.300
F -0.004 0.109 -0.043
H -0.034 -0.080 -0.098
C -0.435 0.179 0.636
C 0.030 0.035 -0.022
C -0.047 -0.020 0.023
C -0.094 0.038 -0.204
C 0.100 0.009 -0.117
H -0.063 0.182 0.219
N -0.018 0.133 -0.291
C 0.030 0.018 0.055
C 0.261 0.019 -0.283
H -0.041 0.024 -0.005
C 0.039 -0.082 -0.073
C 0.005 -0.631 0.390
C -0.007 -0.032 0.007
H 0.053 0.005 0.027
H -0.036 -0.007 0.056
C 0.021 -0.003 -0.003
C -0.233 -0.037 -0.217
C -0.401 -0.389 0.058
C 0.129 0.051 -0.004
C -0.037 -0.002 0.233
C -0.062 -0.077 0.049
H 0.032 0.016 -0.014
C -0.261 0.196 -0.080
H -0.031 0.019 0.022
C -0.048 0.113 -0.027
F 0.009 -0.051 -0.072
H -0.022 -0.035 -0.008
H -0.051 0.027 -0.068
C 0.063 0.047 0.067
H 0.014 0.034 -0.018
H 0.019 -0.048 0.054
C 0.051 0.118 -0.124
C -0.010 -0.013 -0.315
F 0.066 -0.110 -0.106
H 0.016 -0.030 0.006
H 0.027 -0.010 0.024
C 0.061 0.079 0.080
C 0.057 -0.028 0.080
C 0.042 0.032 -0.043
F 0.042 -0.139 0.025
C -0.026 -0.164 -0.024
H -0.028 0.023 -0.034
H 0.079 -0.098 -0.076
C -0.006 0.021 -0.026
H -0.072 0.077 0.029
Sb 0.357 -0.234 -0.726
C 0.027 -0.039 0.021
H -0.001 -0.027 0.055
H -0.011 0.023 -0.018
N -0.034 -0.145 -0.302
H 0.047 0.001 -0.028
C -0.041 -0.063 0.162
H 0.003 0.004 0.092
C -0.211 0.230 -0.095
N 0.156 -0.341 -0.307
C 0.058 0.231 -0.167
H -0.013 -0.058 0.027
C -0.142 0.151 0.082
H -0.042 -0.112 0.162
H 0.160 0.043 0.112
C -0.064 0.024 0.026
H 0.028 0.012 -0.037
C 0.284 0.177 -0.252
H 0.032 -0.010 -0.007
C 1.418 0.233 0.650
H 0.012 -0.004 0.102
H -0.021 -0.041 -0.002
C -0.066 -0.084 -0.013
H -0.037 0.045 0.023
H -0.012 -0.047 -0.029
C -0.004 -0.046 -0.030
H 0.037 0.116 0.052
C -0.069 -0.002 0.007
C 0.020 -0.033 -0.014
H 0.028 0.004 0.053
H 0.005 0.006 0.079
H -0.063 0.021 0.007
Pd -2.932 1.048 0.438
Se 0.328 0.099 -0.263
H -0.066 -0.030 0.038
C 0.053 0.037 0.038
C 0.086 -0.069 0.008
C 0.002 -0.071 0.007
H 0.060 -0.025 -0.006
H -0.073 0.016 -0.107
H 0.003 -0.042 -0.002
F -0.099 0.019 0.017
H 0.034 -0.004 0.030
C -0.031 -0.066 -0.126
C 0.013 0.021 0.017
H -0.050 0.013 0.026
C -0.001 -0.003 0.040
H -0.009 0.004 0.042
C 0.075 -0.211 -0.109
H 0.014 0.024 0.085
C 0.009 -0.026 -0.062
C 0.097 0.019 0.026
H -0.053 0.019 -0.016
C -0.087 -0.017 -0.044
H -0.001 0.004 0.005
F -0.057 -0.044 0.101
C 0.222 0.386 -0.076
C 0.055 0.091 -0.066
H 0.010 -0.005 -0.030
H -0.063 -0.035 0.007
H 0.058 -0.030 -0.017
H -0.027 -0.008 -0.037
H 0.049 0.013 -0.010
H 0.005 -0.065 -0.025
C 0.016 -0.023 0.074
C 0.245 0.047 -0.243
C 0.056 0.051 -0.048

---

no.,lowest unoccupied orbital energy (eV)
1,0.246
2,-7.440